[1]
C27H16FeN4 | ωB97M-V/def2-TZVPD

Geometry (Å):
Fe -0.48 0.04 0.22
C -1.94 -3.81 -1.52
C -1.88 -2.59 -0.83
N -0.83 -1.80 -0.85
C 0.26 -2.16 -1.59
C 0.32 -3.40 -2.26
C -0.83 -4.21 -2.21
C 1.49 -3.76 -2.97
C 2.53 -2.88 -3.01
C 2.46 -1.61 -2.40
C 1.33 -1.20 -1.71
N 1.06 0.02 -1.14
C 1.33 1.23 -1.74
C 2.45 1.62 -2.45
C 2.52 2.87 -3.10
C 1.48 3.75 -3.09
C 0.31 3.41 -2.36
C -0.84 4.22 -2.34
C -1.95 3.83 -1.64
C -1.88 2.64 -0.90
N -0.82 1.86 -0.90
C 0.26 2.19 -1.65
H -2.84 -4.40 -1.49
H -2.71 -2.27 -0.21
H -0.82 -5.16 -2.74
H 1.54 -4.72 -3.46
H 3.44 -3.15 -3.53
H 3.31 -0.96 -2.47
H 3.31 0.97 -2.50
H 3.43 3.13 -3.63
H 1.53 4.69 -3.61
H -0.84 5.15 -2.90
H -2.85 4.42 -1.63
H -2.70 2.34 -0.26
N 0.48 0.51 10.17
C 0.39 0.45 9.03
C 0.27 0.38 7.59
C 0.76 1.41 6.80
C 0.65 1.34 5.42
C 0.05 0.23 4.82
C -0.44 -0.80 5.63
C -0.33 -0.73 7.00
C -0.07 0.16 3.39
C -0.17 0.11 2.18
H 1.23 2.27 7.27
H 1.03 2.13 4.80
H -0.91 -1.65 5.16
H -0.72 -1.52 7.63

Largest force on an atom ... 0.0140 hartree/bohr
M ... 452.30 g/mol
Lowest unoccupied orbital energy (alpha / beta) ... -0.2 / -0.4 eV
<S²> ... 6.02
2S+1 ... 5
Orbital gap (alpha / beta) ... 0.255 / 0.255 Eh

---

[2]
C27H17BrF10FeN3 | ωB97M-V/def2-TZVPD

Geometry (Å):
Fe 0.86 0.32 -0.27
C 3.95 1.67 0.20
N 3.20 0.45 -0.20
C 3.71 0.09 -1.55
C 2.78 -0.97 -2.13
N 1.38 -0.64 -1.89
C 0.46 -1.31 -2.74
C -0.29 -0.54 -3.59
F -0.10 0.76 -3.60
C -1.27 -1.04 -4.39
F -1.99 -0.18 -5.17
C -1.40 -2.40 -4.55
F -2.30 -2.85 -5.41
C -0.62 -3.28 -3.77
F -0.68 -4.60 -3.91
C 0.30 -2.72 -2.90
F 1.03 -3.55 -2.12
C 3.55 -0.65 0.75
C 2.54 -0.88 1.90
N 1.17 -0.52 1.51
C 0.18 -0.69 2.51
C -0.30 -1.96 2.74
F 0.26 -2.99 2.06
C -1.32 -2.26 3.61
F -1.83 -3.46 3.68
C -1.81 -1.26 4.45
F -2.81 -1.55 5.30
C -1.33 0.03 4.22
F -1.89 1.00 4.93
C -0.32 0.31 3.32
F 0.26 1.48 3.28
H 4.98 1.44 0.18
H 3.74 1.88 1.26
H 3.70 2.53 -0.45
H 4.77 -0.15 -1.57
H 3.58 1.04 -2.17
H 3.01 -2.00 -1.84
H 2.98 -0.99 -3.19
H 4.53 -0.40 1.17
H 3.58 -1.57 0.17
H 2.77 -0.24 2.76
H 2.62 -1.94 2.18
Br -1.60 -1.36 -0.33
C -2.61 0.18 0.28
C -3.92 -0.06 0.63
C -4.77 1.02 0.95
C -4.30 2.28 0.85
C -2.96 2.52 0.48
C -2.50 3.84 0.24
C -1.22 4.09 -0.14
C -0.33 3.02 -0.25
C -0.69 1.71 -0.09
C -2.05 1.47 0.24
H -4.30 -1.04 0.57
H -5.84 0.83 1.18
H -5.00 3.09 1.05
H -3.24 4.65 0.28
H -0.98 5.12 -0.24
H 0.67 3.25 -0.44

Largest force on an atom ... 0.0453 hartree/bohr
M ... 709.18 g/mol
Lowest unoccupied orbital energy (alpha / beta) ... 0.4 / -0.8 eV
<S²> ... 8.77
2S+1 ... 6
Orbital gap (alpha / beta) ... 0.318 / 0.272 Eh

---

[3]
C27H18FeN5O8SSe | ωB97M-V/def2-TZVPD

Geometry (Å):
Fe -1.31 -0.18 -0.05
O -4.50 -2.43 0.16
C -3.75 -1.64 -0.38
O -2.47 -1.78 -0.49
C -4.36 -0.40 -1.06
C -3.56 0.01 -2.30
C -4.34 1.02 -3.14
C -4.14 2.33 -2.33
C -3.39 1.80 -1.11
O -2.51 0.82 -1.73
C -4.33 0.94 -0.24
C -3.83 0.87 1.22
O -4.57 1.29 2.11
O -2.64 0.42 1.39
H -5.39 -0.66 -1.30
H -3.11 -0.82 -2.84
H -3.93 1.11 -4.15
H -5.39 0.73 -3.23
H -3.52 3.04 -2.88
H -5.08 2.82 -2.06
H -2.79 2.53 -0.57
H -5.32 1.38 -0.21
Se 5.73 -3.44 0.91
N 4.17 -3.61 1.78
C 3.29 -2.91 1.12
C 1.90 -2.76 1.55
C 1.39 -3.34 2.72
C 0.08 -3.08 3.07
C -0.69 -2.22 2.27
N -0.20 -1.67 1.17
C 1.05 -1.96 0.79
C 1.51 -1.32 -0.45
N 0.59 -0.63 -1.13
C 0.97 0.05 -2.22
C 2.28 0.05 -2.67
C 3.23 -0.69 -2.00
C 2.85 -1.41 -0.86
C 3.76 -2.22 -0.06
N 5.02 -2.37 -0.35
H 2.02 -3.96 3.32
H -0.36 -3.51 3.96
H -1.71 -1.95 2.51
H 0.19 0.63 -2.70
H 2.55 0.64 -3.53
H 4.26 -0.72 -2.31
O 3.12 4.60 -0.22
S 2.85 3.25 -0.64
O 3.64 2.73 -1.72
N 1.28 3.00 -0.91
C 0.74 2.20 -0.02
O -0.42 1.72 -0.09
C 1.70 1.74 1.05
C 1.46 0.95 2.16
C 2.54 0.57 2.95
C 3.83 0.98 2.63
C 4.07 1.81 1.54
C 2.98 2.18 0.77
H 0.45 0.66 2.42
H 2.38 -0.05 3.82
H 4.66 0.67 3.25
H 5.07 2.15 1.29

Largest force on an atom ... 0.0090 hartree/bohr
M ... 707.34 g/mol
Net charge ... -1
Lowest unoccupied orbital energy (alpha / beta) ... 0.9 / 0.9 eV
<S²> ... 6.01
2S+1 ... 5
Orbital gap (alpha / beta) ... 0.240 / 0.224 Eh